{
  "formula": "C40H86F18N4O22PS6",
  "method": "ωB97M-V with the def2-TZVPD basis set",
  "symbols": ["C", "C", "O", "N", "H", "H", "C", "H", "H", "H", "H", "H", "H", "C", "N", "C", "C", "C", "C", "O", "H", "H", "H", "H", "H", "H", "H", "H", "H", "H", "H", "H", "H", "H", "C", "N", "C", "C", "C", "C", "O", "H", "H", "H", "H", "H", "H", "H", "H", "H", "H", "H", "H", "H", "H", "C", "N", "C", "C", "C", "C", "O", "H", "H", "H", "H", "H", "H", "H", "H", "H", "H", "H", "H", "H", "H", "C", "C", "C", "C", "P", "C", "C", "C", "C", "C", "C", "C", "C", "C", "C", "C", "C", "H", "H", "H", "H", "H", "H", "H", "H", "H", "H", "H", "H", "H", "H", "H", "H", "H", "H", "H", "H", "H", "H", "H", "H", "H", "H", "H", "H", "H", "H", "H", "H", "H", "H", "H", "H", "C", "F", "F", "F", "S", "O", "O", "O", "C", "F", "F", "F", "S", "O", "O", "O", "C", "F", "F", "F", "S", "O", "O", "O", "C", "F", "F", "F", "S", "O", "O", "O", "C", "F", "F", "F", "S", "O", "O", "O", "C", "F", "F", "F", "S", "O", "O", "O"],
  "positions_angstrom": [[6.11214, -3.44987, -0.39185], [4.72239, -3.74211, -0.79995], [3.72480, -3.19884, -0.49830], [4.54030, -4.74515, -2.00800], [4.40883, -4.14319, -2.81787], [5.33467, -5.36940, -2.13668], [3.34717, -5.59041, -1.70215], [6.80267, -3.41528, -1.23756], [6.25815, -4.22641, 0.37066], [6.28377, -2.47504, 0.06767], [3.24123, -6.37139, -2.45530], [2.46295, -4.96469, -1.76441], [3.47910, -6.06484, -0.73382], [0.51779, -2.70616, -4.97572], [-0.26720, -1.72149, -4.15262], [0.32004, -0.37482, -4.52977], [-1.76183, -1.89417, -4.47957], [-0.04753, -1.97740, -2.68376], [-0.60568, -0.87969, -1.76603], [-2.01981, -1.15995, -1.68709], [0.34500, -2.37167, -5.99448], [0.18974, -3.70451, -4.69545], [1.56656, -2.57062, -4.71550], [1.32765, -0.43906, -4.12063], [-0.17553, 0.43620, -4.00522], [0.28533, -0.20063, -5.60097], [-2.16023, -2.72918, -3.91245], [-1.80486, -1.98086, -5.56065], [-2.21520, -0.98353, -4.09513], [1.01404, -2.00892, -2.44211], [-0.35219, -3.01441, -2.53468], [-0.60328, 0.10759, -2.22070], [-0.13027, -0.90338, -0.79011], [-2.41890, -0.51770, -1.07731], [1.36224, 6.12247, -1.93416], [0.21441, 6.26993, -0.95058], [0.46773, 5.29935, 0.19670], [0.27104, 7.67670, -0.37674], [-1.11718, 5.94884, -1.62629], [-1.56420, 6.79841, -2.80603], [-1.77787, 8.15940, -2.45741], [2.32880, 5.98314, -1.44308], [1.47890, 7.08818, -2.43116], [1.14731, 5.38805, -2.70568], [-0.39092, 5.39898, 0.85922], [1.33123, 5.64681, 0.76147], [0.56349, 4.34826, -0.31234], [-0.65587, 7.73877, 0.18874], [0.18624, 8.34052, -1.22722], [1.20282, 7.82856, 0.15708], [-1.82593, 6.02221, -0.79843], [-1.07163, 4.87711, -1.81990], [-2.55103, 6.36406, -2.97792], [-0.87014, 6.70093, -3.64024], [-1.04849, 8.67872, -2.80463], [3.96421, 0.89202, 2.68420], [2.54429, 0.77460, 2.09492], [2.38873, -0.56413, 1.43195], [1.49872, 0.83242, 3.16544], [2.26415, 1.81180, 1.03792], [3.07357, 3.11044, 1.15257], [3.09062, 3.65743, 2.42909], [3.92008, 1.76181, 3.33815], [4.55304, 1.08470, 1.79463], [4.19639, 0.09828, 3.39024], [2.58853, -1.32747, 2.18747], [3.02810, -0.71019, 0.56561], [1.32579, -0.68528, 1.21523], [0.56961, 0.51323, 2.68708], [1.19844, 1.82570, 3.49639], [1.74459, 0.21085, 4.02229], [1.18366, 1.96128, 0.97322], [2.52120, 1.36081, 0.07697], [2.75435, 3.77159, 0.33629], [4.08155, 2.91508, 0.76667], [3.54345, 4.55259, 2.32255], [-5.51489, 0.15995, -4.44551], [-5.40404, 0.06645, -2.92849], [-5.34787, -1.39179, -2.40741], [-5.58487, -1.31262, -0.87849], [-5.55804, -2.84662, 0.06308], [-3.80204, -3.26369, 0.31899], [-3.55108, -4.45055, 1.23845], [-2.07191, -4.85998, 1.50984], [-1.02049, -4.10076, 0.70727], [-6.28186, -4.27295, -0.85961], [-5.63695, -4.85904, -2.12536], [-6.04986, -6.28989, -2.48800], [-5.45664, -7.38448, -1.60147], [-6.43064, -2.63201, 1.61878], [-6.06099, -1.33752, 2.42709], [-4.72119, -1.25455, 3.18289], [-4.35194, 0.19113, 3.54132], [-4.72851, -0.47990, -4.85522], [-5.38744, 1.18427, -4.78735], [-6.46194, -0.26896, -4.77912], [-6.12863, 0.70948, -2.43291], [-4.40099, 0.43487, -2.69626], [-4.42818, -1.94947, -2.58214], [-6.18074, -2.01630, -2.74479], [-6.52689, -0.82852, -0.60491], [-4.84550, -0.70233, -0.34518], [-3.21957, -2.41480, 0.68590], [-3.42162, -3.45935, -0.68742], [-4.03142, -5.25564, 0.66745], [-4.00074, -4.37957, 2.22862], [-2.02325, -5.93356, 1.32085], [-1.87022, -4.74056, 2.57308], [-0.09243, -4.65690, 0.87303], [-0.82551, -3.11312, 1.12286], [-1.15823, -4.09507, -0.37614], [-7.26453, -3.84786, -1.10835], [-6.58053, -5.02339, -0.12190], [-4.56285, -4.77033, -1.94185], [-5.91626, -4.20347, -2.94911], [-5.68017, -6.34347, -3.51307], [-7.11046, -6.54402, -2.44235], [-5.89158, -7.42272, -0.59802], [-4.37459, -7.28438, -1.50258], [-5.73199, -8.38710, -1.93460], [-6.19495, -3.54391, 2.17539], [-7.50828, -2.67240, 1.45214], [-6.84043, -1.17672, 3.17226], [-6.11812, -0.46303, 1.77160], [-3.87586, -1.68994, 2.64361], [-4.89735, -1.93808, 4.01816], [-5.03090, 0.59515, 4.28942], [-4.54488, 0.77298, 2.63095], [-3.29602, 0.36460, 3.72858], [-3.76146, 3.69913, 0.35756], [-3.31317, 4.59660, 1.21929], [-4.93020, 3.22494, 0.78000], [-4.00274, 4.29890, -0.82109], [-2.49173, 2.30739, 0.09685], [-1.48622, 3.03997, -0.67577], [-2.00315, 1.86096, 1.37241], [-3.21156, 1.20994, -0.51634], [0.03770, 1.05182, 7.50501], [0.57805, 0.76421, 8.68730], [-0.20871, 2.35238, 7.41504], [0.96414, 0.68951, 6.59878], [-1.51670, -0.02934, 7.08759], [-1.67864, 0.15243, 5.64485], [-1.13846, -1.37233, 7.52109], [-2.58393, 0.56611, 7.89142], [4.09168, 8.20212, 0.69107], [4.61498, 8.85908, -0.34352], [4.61511, 8.74659, 1.78362], [2.74426, 8.32227, 0.68059], [4.51331, 6.38803, 0.59088], [5.94076, 6.42886, 0.36882], [4.17481, 5.92850, 1.94946], [3.67931, 5.82198, -0.45966], [6.24569, -3.30038, 4.72687], [6.62124, -2.19899, 5.37792], [7.30805, -3.87053, 4.18376], [5.61792, -4.07939, 5.62106], [5.01194, -2.91679, 3.36212], [3.87088, -2.27271, 3.98938], [5.66982, -2.06357, 2.39745], [4.68123, -4.27303, 2.89419], [7.31407, 2.80477, 2.45392], [6.96057, 1.94156, 1.46780], [6.40544, 3.74643, 2.59066], [7.42735, 2.02628, 3.53678], [9.06363, 3.49079, 2.04502], [8.88788, 4.39101, 0.89747], [9.39354, 4.16624, 3.27750], [9.87321, 2.27800, 1.73298], [4.27298, -0.51667, -4.11347], [3.86486, 0.74253, -4.12645], [3.40162, -1.27387, -4.81936], [5.45668, -0.60698, -4.70084], [4.41362, -1.18364, -2.32965], [5.14646, -0.20349, -1.54331], [3.00293, -1.23429, -1.94840], [5.02191, -2.49690, -2.49538]],
  "forces_ev_per_a": [[0.467, -0.887, 0.444], [0.154, 2.601, -0.384], [-0.756, -1.519, 1.370], [-0.513, -2.141, 1.276], [0.190, 0.246, -0.014], [0.240, 0.351, -0.047], [-0.050, -0.247, -0.770], [-0.089, -0.900, 0.089], [0.916, 0.141, 0.047], [-0.932, -0.109, 0.362], [0.185, 0.023, -0.058], [0.055, 0.056, 0.447], [-0.154, 0.240, 0.104], [-0.053, 0.618, 0.883], [-0.225, -0.038, -0.218], [-0.193, -0.157, 0.871], [1.434, 1.242, 0.356], [1.134, 0.537, 0.553], [-2.144, -1.156, -0.846], [-0.050, -0.370, 0.584], [0.062, -0.735, -0.218], [-0.097, -0.067, -0.478], [-0.045, -0.107, -0.076], [0.117, 0.285, -0.406], [-0.256, -0.121, -0.181], [0.038, -0.246, -0.018], [0.138, -0.184, -0.250], [-0.404, -0.098, 0.021], [-0.342, -0.111, -0.236], [0.484, 0.243, -0.672], [-0.735, 0.305, 0.485], [1.021, 0.117, 0.262], [0.212, 0.032, -0.014], [-0.077, 0.405, -0.043], [-0.355, 1.062, -0.501], [1.406, 0.245, -0.364], [-0.695, 0.997, -0.615], [-1.063, -0.989, -0.858], [0.731, 0.070, 1.549], [0.113, -0.318, 1.071], [-0.002, -0.063, -0.247], [-0.530, -0.386, 0.177], [-0.233, -0.014, -0.193], [-0.136, -0.313, 0.279], [-0.130, -0.555, -0.087], [0.284, -0.309, -0.381], [0.037, -0.337, 0.711], [0.275, 0.421, 0.446], [0.171, 0.251, 0.208], [-0.753, -0.330, -0.100], [-0.235, 0.224, -0.192], [-0.040, 0.102, -0.450], [0.087, 0.069, -0.742], [-0.277, -0.095, -0.227], [-0.093, 0.102, -0.033], [-1.288, 1.094, 0.195], [0.090, -0.510, 0.406], [-0.291, -0.621, 1.035], [-1.113, 0.187, -0.134], [0.331, 0.537, -0.332], [0.489, -0.686, -0.826], [-0.461, 0.668, -0.305], [0.170, 0.348, -0.518], [0.810, -0.474, 0.506], [-0.019, -0.769, -0.932], [0.352, 0.062, -0.039], [0.056, 0.307, 0.089], [0.075, 0.198, -0.512], [0.064, -0.445, 0.213], [1.013, 0.306, -0.052], [0.167, -0.121, -0.183], [-0.050, 0.089, 0.527], [0.265, 0.019, 0.044], [-0.638, 0.180, 0.347], [0.332, -0.317, 0.455], [-0.332, -0.762, 0.330], [-0.147, -0.740, 0.380], [1.570, -0.670, -0.664], [-1.558, 0.438, 1.501], [0.124, -0.065, 0.557], [1.235, -0.621, -0.383], [0.372, 0.648, 0.637], [-0.098, -0.968, -0.501], [-0.661, 0.327, -0.515], [0.857, -0.858, 0.560], [-1.493, 0.713, 0.537], [-0.395, 0.591, 1.050], [0.556, -0.364, 0.451], [0.160, -0.176, 0.331], [0.327, 0.203, 0.707], [0.142, 0.335, -0.563], [-0.053, -0.777, 0.007], [-0.708, -0.059, -1.009], [0.043, 0.197, -0.304], [-0.096, -0.054, -0.144], [-0.063, 0.270, -0.209], [-0.108, -0.313, 0.218], [-0.218, 0.473, 0.389], [0.217, 0.411, -0.351], [0.025, 0.167, -0.582], [-0.169, -0.021, -0.405], [0.200, 0.136, -0.276], [-0.406, 0.354, -0.208], [0.081, -0.015, 0.025], [-0.058, -0.436, 0.613], [-0.496, 0.297, -0.265], [0.245, 0.034, -0.072], [0.106, 0.124, -0.033], [0.146, 0.206, -0.089], [-0.227, 0.182, -0.300], [-0.319, 0.214, 0.070], [-0.079, -0.074, -0.230], [0.515, -0.144, 0.110], [0.155, -0.441, -0.579], [0.278, 0.018, -0.073], [-0.260, -0.709, -0.086], [-0.263, 0.956, -0.471], [0.096, 0.640, 0.105], [0.016, -0.234, -0.003], [0.353, 0.086, -0.551], [0.028, 0.056, 0.218], [-0.017, 0.088, -0.266], [-0.166, -0.125, -0.086], [-0.156, -0.108, -0.204], [-0.150, -0.031, -0.287], [0.569, 0.330, 0.456], [0.370, 0.025, 0.349], [-0.006, 0.102, -0.019], [-0.107, -0.280, 0.701], [0.321, -1.272, -0.424], [0.085, 0.174, 0.021], [-0.180, -0.115, 0.343], [0.147, 0.251, -0.075], [1.438, 0.545, 1.325], [-0.869, -0.689, -0.439], [-0.065, 0.680, 0.615], [-0.795, -0.188, -1.665], [-0.994, -2.010, -0.845], [-0.301, 0.352, 0.443], [0.189, 0.186, 0.056], [0.310, 0.560, -0.335], [-0.373, 0.097, 0.908], [0.333, -0.042, 0.499], [0.089, 0.856, -0.501], [0.610, -0.067, -0.447], [1.211, -1.259, -0.049], [-0.580, 0.194, -0.333], [-0.683, -0.007, 0.042], [0.526, 1.001, 0.404], [2.624, -0.145, 1.767], [-1.308, 0.061, -0.493], [-0.507, 0.719, -1.065], [0.235, 0.303, 0.245], [-1.723, 1.269, -0.577], [0.279, 0.008, -0.064], [0.370, -0.577, 0.401], [0.697, -0.426, -0.171], [-1.363, -0.857, -0.390], [0.302, 0.108, 0.452], [0.600, -0.198, -0.016], [0.671, 0.564, -0.088], [2.859, -0.739, -1.213], [-0.713, 0.427, -0.202], [-0.528, -0.120, 0.283], [-0.636, 0.431, 0.622], [0.736, -0.605, -1.527], [-0.241, -0.966, 0.888], [0.058, -0.057, 0.415], [-1.487, 1.576, 0.664], [1.115, -0.549, 1.639], [-0.271, -0.030, -0.171], [-0.182, 0.040, -0.243], [0.068, 0.118, -0.416], [-0.849, 2.834, 1.040], [-0.254, -1.341, -1.438], [-0.183, -0.216, -0.879], [0.585, 1.411, -2.238]],
  "lowdin_charge": [0.020, -0.441, 0.125, 0.079, 0.135, 0.171, -0.005, 0.101, 0.112, 0.101, 0.091, 0.088, 0.112, 0.014, -0.336, 0.034, 0.038, -0.102, -0.143, -0.120, 0.107, 0.112, 0.090, 0.090, 0.100, 0.116, 0.101, 0.103, 0.093, 0.102, 0.129, 0.114, 0.128, 0.044, 0.009, -0.314, 0.034, 0.036, -0.115, -0.209, -0.059, 0.043, 0.102, 0.106, 0.112, 0.102, 0.090, 0.116, 0.082, 0.077, 0.123, 0.107, 0.127, 0.122, 0.083, 0.059, -0.302, -0.003, 0.016, -0.088, -0.282, -0.073, 0.103, 0.099, 0.092, 0.091, 0.083, 0.083, 0.091, 0.115, 0.112, 0.121, 0.124, 0.086, 0.125, 0.034, -0.103, -0.246, -0.214, -0.271, 1.022, -0.290, -0.225, -0.218, -0.104, -0.258, -0.238, -0.249, -0.114, -0.251, -0.224, -0.242, -0.067, 0.058, 0.076, 0.073, 0.119, 0.091, 0.091, 0.096, 0.107, 0.086, 0.093, 0.075, 0.092, 0.105, 0.103, 0.116, 0.079, 0.082, 0.055, 0.098, 0.095, 0.096, 0.095, 0.107, 0.113, 0.070, 0.072, 0.073, 0.092, 0.099, 0.117, 0.091, 0.088, 0.114, 0.087, 0.056, 0.061, -0.659, 0.149, 0.128, 0.104, 0.475, -0.346, -0.296, -0.348, -0.659, 0.121, 0.127, 0.084, 0.470, -0.374, -0.358, -0.372, -0.643, 0.131, 0.153, 0.061, 0.553, -0.254, -0.301, -0.349, -0.675, 0.133, 0.135, 0.115, 0.465, -0.342, -0.326, -0.371, -0.657, 0.074, 0.142, 0.105, 0.478, -0.369, -0.357, -0.386, -0.649, 0.152, 0.075, 0.147, 0.568, -0.243, -0.345, -0.356],
  "total_charge": -1,
  "mol_weight_g_mol": 1540.47,
  "e_homo_ev": -4.56,
  "gap_ev": 4.263,
  "relative_energy_kcal_mol": 0.0,
  "largest_force_ha_per_bohr": 0.06207
}